Molecular formula: H10O4S2
Method: DFT, ωB97M-V/def2-TZVPD

The geometry in XYZ format:
```
16
Properties=species:S:1:pos:R:3:forces:R:3
S 1.684 -0.400 -0.913 0.51 0.47 -0.32
S 2.415 -1.880 0.336 -0.45 0.38 -0.44
O 0.098 0.623 2.700 0.44 0.33 0.28
O -0.352 0.091 -3.743 -0.06 0.02 0.05
O -0.762 1.733 0.161 -0.47 0.83 0.12
O -1.012 -1.463 1.426 0.19 0.13 -0.02
H 0.858 0.868 2.156 0.01 -0.06 0.08
H 0.156 1.692 -0.122 -0.06 -0.49 -0.09
H -1.241 0.210 -3.393 -0.02 -0.04 0.06
H -0.489 -0.854 1.992 -0.50 -0.17 -0.16
H -0.243 0.826 -4.353 0.10 0.00 -0.03
H 0.882 -0.998 -1.812 0.06 -0.39 0.26
H -1.879 -1.049 1.387 -0.09 -0.18 0.08
H -0.470 1.400 2.629 -0.09 -0.04 -0.06
H -1.068 0.845 0.358 0.48 -0.32 -0.22
H 1.422 -1.644 1.191 -0.06 -0.48 0.40
```
Forces are in eV/Å.

Summary:
Gap between HOMO and LUMO in eV: 9.8
Relative energy (zero: lowest compared OMol25 entry of this formula, charge and spin) in kJ/mol: 48.1
HOMO level in eV: -9.566
Lowest unoccupied orbital energy in eV: 0.254

***

Molecular formula: C6H15InNO10P2
Method: DFT, ωB97M-V/def2-TZVPD

The geometry in XYZ format:
```
35
Properties=species:S:1:pos:R:3:forces:R:3
In 1.546 0.465 -0.237 0.36 0.34 -1.24
P 0.083 -0.569 -3.216 0.59 -1.20 -2.08
P 2.838 3.286 -1.294 -0.05 1.05 0.69
O -0.110 0.679 -4.088 -0.12 0.30 -0.39
O 2.557 3.133 0.222 0.60 0.26 -0.50
O 1.611 -0.521 -2.856 -0.24 0.11 0.61
O -0.667 1.859 1.215 -0.20 1.28 1.58
O -0.708 -0.399 -1.910 -0.52 -0.38 0.74
O 3.477 4.621 -1.750 -0.48 -1.78 0.60
O 1.472 2.955 -1.996 -0.19 -0.29 -0.43
O 3.414 1.937 -1.869 0.15 0.71 0.22
O 1.252 -2.423 0.735 0.24 -1.52 0.19
O -0.229 -1.868 -4.056 -0.01 1.20 1.57
N -1.085 -0.869 0.640 -0.54 -0.56 1.28
C -1.840 1.366 0.604 0.06 -0.60 0.29
C 0.046 -2.917 0.101 -0.45 0.56 1.03
C -1.162 -2.318 0.839 0.33 1.37 -0.39
C -0.731 3.283 1.179 0.64 0.03 -0.55
C -2.160 -0.024 1.147 1.42 -0.50 -0.70
C 1.615 -3.162 1.921 -1.11 1.25 -1.01
H 0.852 -2.992 2.680 -0.25 -0.25 0.25
H -1.516 3.712 1.803 -0.67 -0.31 0.18
H -3.127 -0.358 0.770 -0.62 0.02 -0.09
H -1.184 -0.776 -0.361 0.80 0.36 -1.29
H -2.183 -0.029 2.236 -0.03 0.17 0.26
H -1.557 1.371 -0.448 -0.93 -0.42 -0.49
H 1.669 -4.226 1.690 0.33 -0.20 0.12
H 2.521 -2.732 2.347 0.24 -0.19 -0.45
H 0.177 3.786 1.513 0.44 -0.72 -0.21
H -0.042 -4.004 0.124 0.40 -0.41 0.17
H -0.893 3.559 0.137 -0.01 0.40 -0.08
H -2.713 1.978 0.834 -0.08 0.56 -0.14
H -2.096 -2.644 0.382 -0.34 -0.79 0.08
H -1.124 -2.546 1.905 -0.20 -0.24 0.20
H -0.006 -2.612 -0.943 0.46 0.36 0.00
```
Forces are in eV/Å.

Summary:
Gap between HOMO and LUMO in eV: 3.5
Relative energy (zero: lowest compared OMol25 entry of this formula, charge and spin) in kJ/mol: 306.6
Charge: -3
HOMO level in eV: 2.915
Lowest unoccupied orbital energy in eV: 6.406

***

Molecular formula: C17H23NO4
Method: DFT, ωB97M-V/def2-TZVPD

The geometry in XYZ format:
```
45
Properties=species:S:1:pos:R:3:forces:R:3
O -2.682 1.804 -0.464 -0.01 0.33 0.11
O 3.615 -1.507 -1.257 1.01 -0.80 0.30
O 3.864 3.288 1.383 -0.21 -0.20 -0.05
O -0.378 0.201 -2.403 -0.56 -0.37 -0.16
N 1.382 -1.174 -1.715 -0.15 0.43 0.58
C 0.147 -2.731 2.454 -0.17 0.10 0.03
C 0.862 2.281 -0.436 0.47 0.08 -0.19
C -1.537 2.247 0.236 0.16 -0.32 -0.34
C -4.891 0.946 -0.123 0.27 0.01 -0.15
C 3.443 1.230 0.189 -0.29 -0.02 -0.17
C 1.776 3.001 0.337 -0.12 -0.47 -0.31
C 0.788 -2.465 -1.300 0.16 -0.78 -0.30
C 3.043 2.487 0.642 0.04 0.05 -0.03
C -0.504 2.836 -0.736 0.19 0.00 0.37
C 0.601 -1.918 1.233 0.53 -0.83 0.36
C 2.645 -0.826 -1.170 -0.76 0.15 -0.40
C 1.152 -2.850 0.136 -0.58 0.14 -0.04
C -3.437 0.878 0.287 -0.37 -0.02 0.11
C 0.599 -0.001 -1.740 0.11 0.94 0.35
C -0.714 -2.509 -1.522 0.17 0.27 -0.58
C 1.278 1.023 -0.882 0.11 -0.14 0.03
C 2.524 0.519 -0.569 0.16 0.78 0.39
H 0.257 -2.179 3.384 0.00 0.10 0.06
H 2.224 -2.989 0.239 0.16 0.10 0.04
H -1.086 1.391 0.744 0.06 -0.11 0.14
H 4.653 2.794 1.627 0.07 0.03 -0.03
H 0.721 -3.839 0.282 -0.10 -0.17 -0.05
H 1.209 -3.238 -1.941 0.19 0.00 -0.13
H -0.447 3.915 -0.618 -0.15 0.15 -0.13
H -0.248 -1.341 0.883 0.08 0.36 -0.14
H -3.367 1.099 1.354 0.13 0.03 0.16
H 0.705 -3.658 2.551 0.17 -0.06 0.04
H -0.795 2.597 -1.751 -0.10 -0.08 -0.13
H -5.446 0.137 0.342 -0.11 -0.11 0.08
H -0.926 -2.300 -2.567 -0.12 0.07 -0.07
H -5.325 1.893 0.182 -0.10 0.12 -0.05
H -1.793 2.987 0.999 -0.18 0.00 0.11
H 1.412 -1.271 1.559 -0.10 0.47 -0.13
H 1.511 3.984 0.696 0.04 0.09 0.10
H 4.419 0.822 0.410 0.10 -0.01 0.02
H -0.904 -2.999 2.368 -0.11 -0.11 -0.05
H -3.059 -0.137 0.130 0.21 -0.06 -0.02
H -1.246 -1.765 -0.939 -0.17 -0.04 0.16
H -4.965 0.843 -1.202 -0.11 0.02 -0.12
H -1.084 -3.505 -1.314 -0.02 -0.14 0.26
```
Forces are in eV/Å.

Summary:
Gap between HOMO and LUMO in eV: 9.1
Relative energy (zero: lowest compared OMol25 entry of this formula, charge and spin) in kJ/mol: 183.0
HOMO level in eV: -9.119
Lowest unoccupied orbital energy in eV: -0.057

***

Molecular formula: C22H29N5O7Os
Method: DFT, ωB97M-V/def2-TZVPD

The geometry in XYZ format:
```
64
Properties=species:S:1:pos:R:3:forces:R:3
Os -3.029 -7.077 14.714 -2.85 2.09 0.76
O -3.265 -5.015 14.365 -0.32 0.03 1.14
O 0.458 -8.030 13.203 2.02 -1.11 -0.54
O -2.409 -3.108 13.745 0.91 0.46 -2.45
O -1.376 -10.434 15.469 0.58 -0.68 0.25
O -2.906 -8.911 15.010 0.31 -2.45 -0.06
O -1.062 -6.878 14.252 -0.72 0.63 1.03
O -2.570 -6.417 12.133 -0.52 0.37 0.18
N 1.709 -10.561 14.366 1.29 1.06 0.26
N 2.496 -8.873 15.777 0.16 -0.79 -1.34
N -5.048 -7.140 15.414 0.90 -1.13 -0.06
N -1.995 -7.207 16.870 -0.38 1.10 0.74
N 3.899 -9.729 14.124 -1.42 0.41 1.18
C -5.310 -7.505 19.026 -0.13 -1.11 1.82
C -0.692 -9.091 18.025 -0.15 -0.03 0.40
C -0.588 -7.479 13.211 -2.15 0.23 -0.83
C -1.855 -8.645 17.142 -0.86 -0.82 0.18
C 1.256 -8.489 16.384 -1.83 -1.31 0.40
C -2.686 -4.337 13.534 0.49 -2.44 -1.42
C 2.694 -9.704 14.732 -1.10 -0.25 0.76
C -6.190 -6.704 14.793 1.54 -0.35 -0.68
C -5.418 -9.734 18.109 -0.90 -0.09 -0.44
C 0.649 -9.483 17.402 0.68 -0.08 0.78
C -5.304 -9.235 16.757 -0.54 -2.14 0.65
C -1.519 -7.401 11.955 -0.15 -0.37 1.07
C -6.018 -6.194 13.496 0.10 -1.19 0.71
C -7.151 -5.913 12.727 -1.34 1.10 -0.05
C -5.453 -8.888 19.223 0.19 -0.95 -0.55
C -1.980 -9.464 15.803 -0.67 1.86 0.44
C -2.284 -5.010 12.195 0.78 -0.42 -0.12
C -7.513 -6.902 15.266 4.04 -0.36 1.92
C -5.222 -7.898 16.656 0.63 3.75 -0.40
C -8.574 -6.623 14.490 -3.97 0.60 -2.03
C -5.210 -7.022 17.785 0.02 -0.10 -1.61
C -8.433 -6.056 13.246 -0.08 0.15 -0.78
H -2.719 -2.883 14.595 -0.71 0.86 2.13
H -6.978 -5.489 11.758 -0.23 0.05 -0.52
H 0.448 -10.469 17.014 0.48 -0.21 -0.69
H 0.504 -8.305 15.632 -0.03 0.08 -0.63
H -5.610 -9.331 20.222 0.17 0.40 -0.65
H 4.575 -9.040 14.450 0.11 -0.80 -0.61
H -2.446 -6.706 17.677 0.59 -0.81 -1.10
H -2.807 -4.494 11.393 -0.16 0.02 -0.10
H -2.823 -8.817 17.693 0.93 -0.47 -0.51
H 4.067 -10.515 13.526 0.77 0.19 -0.22
H -7.570 -7.263 16.271 -0.49 -0.41 0.35
H -2.045 -8.370 11.725 0.55 0.99 0.49
H -5.073 -6.262 12.976 0.21 0.12 0.26
H -5.355 -9.894 15.832 0.18 0.85 1.51
H -5.677 -10.790 18.265 0.51 0.40 -0.14
H -1.142 -6.711 16.637 0.31 -0.22 0.09
H 3.296 -8.430 16.141 0.98 0.52 0.25
H -0.570 -8.341 18.787 0.18 0.68 0.32
H -5.290 -6.839 19.869 -0.10 0.17 0.29
H 1.955 -11.185 13.618 -0.59 -0.04 -0.21
H 0.733 -10.363 14.591 0.38 -0.29 -0.05
H -1.022 -9.954 18.618 -0.02 0.00 -0.33
H -0.818 -7.223 11.171 0.07 0.61 -1.06
H 1.392 -7.550 16.857 0.40 0.90 0.51
H -5.157 -5.946 17.664 0.11 -0.07 -0.41
H -9.290 -5.735 12.677 -0.05 -0.21 -0.09
H 1.365 -9.638 18.240 -0.37 0.16 -0.46
H -9.610 -6.875 14.798 0.88 0.33 0.14
H -1.225 -4.904 12.010 0.40 0.58 0.11
```
Forces are in eV/Å.

Summary:
2S+1: 5
Gap between HOMO and LUMO (spin up / spin down) in eV: 8.3 / 3.2
Relative energy (zero: lowest compared OMol25 entry of this formula, charge and spin) in kJ/mol: 269.6
Charge: +2
HOMO level (spin up / spin down) in eV: -13.147 / -13.013
Lowest unoccupied orbital energy (spin up / spin down) in eV: -4.863 / -9.769

***

Molecular formula: C6H4N2
Method: DFT, ωB97M-V/def2-TZVPD

The geometry in XYZ format:
```
12
Properties=species:S:1:pos:R:3:forces:R:3
N -2.257 -2.039 0.095 -0.50 -0.93 -0.53
N 1.176 1.129 0.754 -3.69 -0.21 2.78
C 1.298 0.596 -1.625 -3.48 -0.32 5.27
C 0.107 0.053 -1.098 1.63 0.47 0.42
C -0.865 -0.247 1.220 -0.76 1.04 4.42
C -0.027 0.375 0.450 4.04 1.27 -4.66
C -1.597 -1.252 0.592 -1.23 -0.17 0.61
C 1.826 1.301 -0.280 5.54 -0.84 -1.75
H 1.802 0.465 -2.546 0.18 0.12 -0.66
H -0.689 -0.638 -1.435 0.95 0.71 -0.68
H -1.024 0.034 2.381 0.57 -1.03 -2.92
H 3.019 1.555 0.107 -3.25 -0.10 -2.29
```
Forces are in eV/Å.

Summary:
Gap between HOMO and LUMO in eV: 9.2
Relative energy (zero: lowest compared OMol25 entry of this formula, charge and spin) in kJ/mol: 290.9
HOMO level in eV: -10.224
Lowest unoccupied orbital energy in eV: -1.043

***

Molecular formula: C35H80CdNO15Zn
Method: DFT, ωB97M-V/def2-TZVPD

The geometry in XYZ format:
```
133
Properties=species:S:1:pos:R:3:forces:R:3
Cd -10.494 16.378 17.737 -2.32 -0.05 0.22
Zn -15.735 20.348 13.325 1.21 -0.52 0.14
O -9.001 18.107 17.858 0.96 0.61 0.98
O -11.784 14.718 18.208 1.08 -0.09 0.07
O -11.964 22.247 12.921 -1.02 0.09 -0.28
O -8.976 15.017 17.146 1.48 -0.52 -0.40
O -10.687 23.189 15.275 0.59 0.20 0.01
O -18.284 18.347 15.831 0.44 0.74 -0.54
O -13.238 19.680 20.287 0.05 -0.17 0.20
O -9.811 15.936 12.968 -0.31 -0.03 0.01
O -15.150 20.252 15.252 -0.61 0.75 0.15
O -11.053 16.802 15.569 -0.43 1.31 0.71
O -13.969 19.378 13.078 -0.33 0.04 -0.97
O -11.948 18.179 17.868 0.24 -0.27 -1.62
O -16.409 20.334 11.381 0.14 -0.18 0.51
O -14.631 22.085 13.029 -0.03 0.58 -0.29
O -16.600 18.458 13.643 -0.44 -0.10 0.06
N -13.173 14.795 18.124 -0.64 0.41 0.34
C -17.565 18.587 17.050 -0.20 -0.72 1.35
C -12.418 18.001 14.203 -2.18 2.06 0.40
C -15.200 13.912 17.108 -0.81 -1.43 0.49
C -13.250 14.420 15.731 0.23 -0.11 0.00
C -13.655 19.113 16.705 -1.07 1.95 -2.39
C -15.001 20.895 9.522 0.64 0.97 -0.83
C -16.709 17.370 17.346 -0.60 0.04 -0.05
C -17.607 16.854 12.137 0.33 -0.25 -1.40
C -8.148 16.304 11.298 1.03 0.98 0.18
C -15.811 13.695 18.493 0.23 1.17 0.11
C -8.399 16.031 12.774 -0.93 -0.38 -0.69
C -15.066 23.440 13.275 -0.50 -0.77 0.40
C -15.301 14.770 19.436 0.30 -0.03 -0.44
C -14.726 20.886 21.639 -0.46 -0.32 0.35
C -8.925 12.624 16.780 -1.54 -0.18 0.30
C -13.680 13.873 17.105 0.24 -0.03 -1.25
C -7.746 18.399 15.819 1.00 0.86 -0.46
C -11.064 22.716 16.564 -2.30 -0.15 0.32
C -13.480 18.951 14.141 1.07 -0.66 0.66
C -13.369 13.571 20.415 0.82 -0.29 0.13
C -15.626 24.077 12.024 0.57 0.33 0.08
C -10.200 20.612 12.568 -0.61 0.62 -1.05
C -13.395 16.074 20.208 -0.55 0.10 -0.11
C -11.953 17.705 15.468 1.56 -1.95 -0.43
C -14.434 20.453 20.217 1.01 0.13 0.16
C -9.097 13.999 16.143 0.67 -1.28 -0.31
C -16.387 17.214 12.928 0.04 -0.20 0.85
C -14.145 19.534 15.444 0.80 -1.81 0.44
C -15.564 19.777 10.347 0.22 -0.49 -0.92
C -13.196 12.402 17.194 0.42 0.81 0.49
C -11.100 21.685 11.930 0.78 0.61 0.96
C -13.741 14.756 19.487 -0.82 0.45 0.78
C -8.335 19.083 17.032 -0.28 -0.40 -1.05
C -12.499 18.369 16.733 0.42 -0.48 2.35
C -12.612 22.634 16.592 -0.13 0.69 0.20
H -9.633 20.171 11.745 0.05 -0.41 0.26
H -12.842 13.895 21.317 0.07 0.24 -0.14
H -14.034 19.657 17.557 -0.02 -0.36 0.30
H -14.810 24.427 11.389 -0.06 0.04 -0.03
H -13.873 16.928 19.718 0.07 -0.10 -0.22
H -12.697 12.846 19.954 -0.10 0.06 -0.12
H -16.196 16.446 13.684 0.14 0.04 -0.03
H -6.852 17.816 16.045 -0.26 -0.27 0.26
H -10.847 19.903 13.079 0.22 -0.29 -0.03
H -18.491 16.733 12.756 -0.09 0.35 -0.06
H -13.568 11.747 16.406 -0.56 0.16 0.11
H -9.057 19.841 16.716 -0.14 -0.11 0.09
H -7.970 15.056 13.027 0.13 0.19 0.28
H -13.043 22.279 15.656 0.20 -0.39 0.03
H -13.887 15.994 21.180 0.36 0.19 0.21
H -17.311 16.461 17.411 -0.16 0.09 -0.18
H -7.075 16.247 11.078 -0.06 -0.24 0.05
H -10.495 22.494 11.510 0.09 -0.10 -0.08
H -17.218 18.285 14.393 0.17 0.17 0.06
H -16.170 19.070 9.774 -0.12 0.32 -0.21
H -18.734 19.167 15.588 -0.18 -0.17 0.13
H -16.901 13.759 18.472 -0.03 -0.28 -0.20
H -13.667 22.091 12.802 0.06 -0.24 0.36
H -9.767 12.443 17.458 0.12 0.24 0.18
H -16.284 17.481 18.344 0.45 0.16 -0.29
H -13.031 22.087 17.438 0.30 -0.34 -0.10
H -7.346 19.208 15.193 -0.15 -0.06 -0.11
H -15.759 21.362 8.889 -0.03 0.02 0.11
H -15.230 19.866 19.749 -0.21 0.17 0.07
H -13.004 19.292 19.435 -0.01 -0.10 -0.10
H -15.631 15.767 19.130 0.01 -0.24 -0.24
H -15.470 17.339 12.357 -0.13 0.03 -0.19
H -17.301 20.477 11.052 0.02 -0.08 -0.04
H -8.018 12.495 17.370 0.22 0.12 -0.30
H -15.969 17.225 16.558 0.32 0.03 0.30
H -10.049 14.126 15.635 -0.10 0.03 0.26
H -12.168 14.492 15.620 -0.04 0.08 0.24
H -18.296 18.696 17.859 -0.08 -0.04 -0.09
H -12.113 12.373 17.056 0.04 0.06 0.49
H -7.544 19.606 17.569 -0.06 -0.22 0.27
H -15.754 14.609 20.417 0.44 0.07 0.22
H -14.520 21.687 10.102 -0.49 -0.09 0.55
H -15.518 12.715 18.873 -0.14 -0.08 -0.02
H -14.159 20.661 8.861 -0.36 -0.81 -0.07
H -13.020 23.643 16.724 0.15 0.07 -0.13
H -8.774 18.350 18.765 -0.33 -0.18 0.00
H -10.659 21.729 16.777 0.39 0.08 -0.27
H -10.153 16.568 13.614 0.34 -0.29 0.20
H -13.484 12.083 18.194 0.25 -0.71 -0.20
H -8.414 17.823 15.185 -0.39 -0.04 0.38
H -8.669 15.654 10.602 -0.22 -0.14 0.26
H -9.049 11.819 16.054 0.48 0.15 -0.22
H -12.344 16.337 20.317 0.10 -0.42 0.11
H -10.435 24.114 15.349 0.06 -0.05 -0.03
H -14.993 20.044 22.281 0.13 -0.17 -0.19
H -8.087 14.946 17.513 -0.11 0.12 0.09
H -17.705 17.561 11.305 -0.59 0.34 0.42
H -12.059 17.516 13.310 0.09 -0.04 -0.03
H -11.746 21.342 11.123 0.01 -0.40 0.16
H -8.386 17.351 11.090 -0.35 -0.12 -0.16
H -9.498 21.062 13.268 -0.06 0.07 0.08
H -15.832 23.329 14.051 -0.04 0.22 -0.10
H -15.586 14.794 16.596 -0.01 0.09 0.20
H -14.768 19.134 10.724 -0.13 0.44 0.89
H -10.828 23.409 17.370 0.68 -0.04 -0.15
H -14.252 23.999 13.739 0.05 0.05 -0.22
H -13.678 15.415 15.583 0.03 0.00 -0.09
H -16.950 19.489 17.109 -0.04 0.08 -0.83
H -16.231 24.938 12.311 -0.09 -0.02 -0.21
H -14.194 21.348 19.628 -0.48 0.01 -0.21
H -11.523 22.745 13.629 0.39 -0.32 -0.03
H -17.490 15.926 11.567 0.26 -0.24 0.47
H -8.314 14.091 15.383 -0.04 0.55 0.08
H -14.246 13.054 20.805 -0.08 -0.13 -0.28
H -15.566 21.577 21.727 0.13 0.18 -0.25
H -15.546 13.009 16.593 0.13 0.35 -0.74
H -13.573 13.752 14.928 -0.27 0.04 0.06
H -16.199 23.365 11.433 -0.23 0.00 0.18
H -13.830 21.328 22.072 -0.03 0.16 -0.09
H -8.009 16.828 13.405 0.39 -0.14 -0.07
```
Forces are in eV/Å.

Summary:
Gap between HOMO and LUMO in eV: 5.3
Relative energy (zero: lowest compared OMol25 entry of this formula, charge and spin) in kJ/mol: 0.0
Charge: +1
HOMO level in eV: -8.151
Lowest unoccupied orbital energy in eV: -2.860